{"formula": "C16H25N4O9P2V", "method": "ωB97M-V/def2-TZVPD", "symbols": ["V", "C", "C", "O", "C", "C", "C", "N", "N", "C", "O", "C", "C", "C", "C", "C", "C", "H", "H", "H", "H", "H", "H", "H", "H", "H", "H", "H", "H", "O", "P", "O", "O", "O", "P", "O", "O", "O", "H", "H", "N", "C", "C", "N", "C", "C", "H", "H", "H", "H", "H", "H", "H", "H", "H", "H", "H"], "coordinates": [[-0.879365, 1.909628, 0.063815], [0.029100, 4.173882, -3.266427], [0.419394, 3.202647, -2.206279], [-0.550916, 2.830630, -1.394105], [1.683434, 2.694948, -2.044472], [2.033645, 1.758451, -1.008322], [3.477887, 1.404686, -0.794028], [1.084874, 1.231893, -0.210267], [1.465243, 0.287610, 0.729757], [0.475975, 0.082990, 1.563232], [-0.653569, 0.745399, 1.393126], [0.600780, -0.847344, 2.686755], [-0.536456, -1.184272, 3.422989], [-0.441456, -2.065852, 4.496111], [0.780826, -2.633746, 4.841193], [1.919236, -2.285194, 4.120994], [1.832973, -1.397181, 3.051824], [-0.753436, 3.737225, -3.896964], [0.882129, 4.454003, -3.886536], [-0.401294, 5.068026, -2.803550], [2.476845, 3.060325, -2.683146], [4.117688, 2.178507, -1.223331], [3.753705, 0.445832, -1.256501], [3.678876, 1.318782, 0.276946], [-1.487419, -0.759046, 3.117332], [-1.331573, -2.322470, 5.060733], [0.846035, -3.336283, 5.664186], [2.882646, -2.700773, 4.403114], [2.717447, -1.100631, 2.498170], [-3.487348, 3.147652, -0.939215], [-3.426887, 3.023000, 0.666185], [-4.574362, 3.704589, 1.278895], [-2.005296, 3.322152, 1.167977], [-3.572019, 1.365217, 0.917494], [-3.436185, 0.152613, -0.139253], [-4.958547, 0.024202, -0.677742], [-3.041008, -1.092433, 0.563572], [-2.623554, 0.595293, -1.356319], [-3.219511, 2.312842, -1.396072], [-5.559866, -0.021171, 0.081473], [1.572009, -2.980337, -0.917379], [1.870557, -1.650836, -1.591484], [0.652919, -1.284771, -2.416962], [-0.447758, -1.192233, -1.511856], [-0.813247, -2.440987, -0.894400], [0.338943, -2.894930, -0.029521], [2.372828, -3.276036, -0.372243], [1.377478, -3.670623, -1.639506], [2.786294, -1.746630, -2.173813], [1.967442, -0.919007, -0.793483], [0.505313, -2.055980, -3.200738], [0.830146, -0.325105, -2.903324], [-1.206165, -0.533172, -1.684582], [-1.044850, -3.236347, -1.636740], [-1.692237, -2.261109, -0.270080], [0.177263, -3.872109, 0.423189], [0.534401, -2.146409, 0.729598]], "forces_ev_per_angstrom": [[0.0, 1.3, 0.1], [-0.2, 0.1, -0.1], [-0.1, -0.5, 0.5], [0.5, 1.7, -2.8], [0.1, -0.4, 0.6], [-0.4, -0.1, -0.1], [0.0, 0.0, 0.0], [0.3, 0.0, 0.2], [0.4, 0.4, -0.1], [-0.6, 0.9, -0.5], [1.0, -2.6, 2.7], [0.0, 0.0, 0.2], [-0.1, -0.2, 0.1], [0.0, 0.0, -0.2], [0.0, 0.1, -0.1], [0.0, 0.1, -0.2], [0.1, -0.2, 0.2], [0.1, 0.1, 0.0], [-0.1, 0.0, 0.0], [0.1, 0.0, -0.1], [0.0, 0.0, 0.0], [0.0, -0.1, 0.0], [0.0, 0.1, 0.1], [0.0, 0.0, -0.1], [0.1, 0.0, 0.1], [0.0, 0.0, -0.1], [0.0, 0.1, 0.0], [-0.1, 0.0, -0.1], [0.0, 0.0, 0.0], [0.0, -0.4, 0.2], [-0.2, 0.0, 0.4], [0.1, 0.0, 0.1], [-0.6, -0.9, -1.0], [0.2, 0.3, -0.5], [-0.3, -0.3, -0.1], [-0.2, 0.1, 0.1], [0.0, 0.1, 0.1], [-0.2, 0.3, 0.8], [0.1, 0.3, 0.1], [0.2, 0.0, -0.3], [-0.2, 0.5, 0.1], [-0.1, -0.1, -0.2], [-0.2, 0.1, 0.2], [-0.1, -0.4, 0.0], [0.0, 0.3, -0.2], [-0.1, 0.0, -0.1], [0.1, -0.1, 0.1], [0.1, -0.2, -0.1], [0.0, -0.2, 0.0], [0.2, -0.1, 0.1], [0.0, 0.0, -0.1], [0.0, 0.0, 0.0], [0.0, -0.1, -0.1], [0.0, 0.0, 0.0], [0.0, -0.1, 0.0], [0.1, -0.1, 0.0], [0.2, -0.1, 0.0]], "mulliken_spin": [2.275, -0.011, 0.242, -0.032, -0.130, 0.396, -0.012, 0.036, -0.051, 0.107, -0.045, 0.008, 0.047, -0.026, 0.048, -0.030, 0.050, 0.013, 0.001, 0.012, -0.002, 0.006, 0.021, 0.008, 0.014, -0.001, 0.006, -0.001, 0.009, 0.001, 0.031, 0.002, -0.003, -0.004, 0.005, 0.000, -0.002, -0.003, 0.000, 0.002, 0.000, 0.007, 0.015, 0.018, 0.002, -0.002, -0.001, 0.000, 0.003, -0.011, 0.001, -0.001, -0.017, 0.002, -0.002, 0.000, 0.000], "charge": -1, "multiplicity": 4, "e_tot_ev": -85660.2080, "e_homo_ev": [-2.25, -4.66], "de_lowest_kcal_mol": 79.2}

=====

{"formula": "C5H11N4", "method": "ωB97M-V/def2-TZVPD", "symbols": ["C", "C", "C", "C", "C", "N", "N", "N", "N", "H", "H", "H", "H", "H", "H", "H", "H", "H", "H", "H"], "coordinates": [[1.818260, 0.838631, -0.121881], [1.385004, -1.572146, -0.222701], [0.508250, 1.168446, -0.014110], [-0.719002, -0.362507, -0.117348], [-1.456496, -0.365004, 1.226391], [2.158901, -0.485744, -0.118445], [0.092845, -1.549657, -0.310672], [-0.269720, 2.239242, -0.095912], [-1.582802, -0.240607, -1.219493], [2.670422, 1.507601, -0.099806], [1.934669, -2.582825, -0.281242], [-1.962050, 0.495651, 1.502729], [-0.854290, -0.533865, 2.138932], [-2.211001, -1.108034, 1.283381], [3.190439, -0.617489, 0.066971], [-0.420812, -2.412635, -0.081010], [0.232405, 3.061122, -0.451320], [-1.176488, 2.283846, 0.297792], [-1.013301, -0.106888, -2.054642], [-2.325225, 0.342853, -1.327606]], "forces_ev_per_angstrom": [[-2.0, 2.4, 0.4], [3.5, -0.5, 0.2], [-1.8, -4.7, -0.4], [0.9, 3.4, 1.5], [1.6, -1.3, 0.5], [1.9, -3.1, 0.2], [-1.6, -0.2, 0.7], [2.5, 1.4, -1.1], [3.5, -2.1, -1.1], [-0.2, 0.1, -0.1], [-1.1, 1.8, 0.3], [-1.0, 2.2, -0.2], [0.4, -0.1, -0.8], [-0.8, -1.1, -0.4], [-1.8, -0.4, -0.6], [0.5, 0.4, -0.7], [-1.1, 0.0, 0.5], [-0.6, 0.2, 0.2], [-0.3, -0.4, 0.0], [-2.6, 2.1, 0.9]], "nbo_charge": [-0.234, 0.356, 0.240, 0.310, -0.673, -0.495, -0.560, -0.804, -0.822, 0.233, 0.248, 0.232, 0.240, 0.234, 0.447, 0.440, 0.414, 0.416, 0.380, 0.397], "charge": 1, "e_tot_ev": -11315.7715, "e_homo_ev": -11.92, "de_lowest_kcal_mol": 47.9}